{
  "formula": "C34H24Cl2F10N8OSTl",
  "method": "ωB97M-V/def2-TZVPD",
  "gap_ev": 5.989,
  "charge": -1,
  "homo_ev": -4.4,
  "energy_ha": -4313.02656,
  "symbols": ["Tl", "C", "N", "C", "C", "N", "C", "C", "F", "C", "F", "C", "F", "C", "F", "C", "F", "C", "C", "N", "C", "C", "F", "C", "F", "C", "F", "C", "F", "C", "F", "H", "H", "H", "H", "H", "H", "H", "H", "H", "H", "H", "C", "C", "N", "N", "C", "N", "S", "C", "C", "C", "C", "C", "N", "H", "H", "H", "H", "H", "H", "H", "H", "H", "Cl", "C", "C", "C", "Cl", "C", "C", "C", "C", "N", "C", "C", "O", "H", "H", "H", "H"],
  "xyz": [[0.38803, -0.03419, 0.23367], [0.82963, 2.73771, -2.12863], [1.17043, 1.33061, -2.03053], [0.47143, 0.54791, -3.03733], [0.69283, -0.96689, -2.94833], [0.29893, -1.53119, -1.68523], [0.14553, -2.84059, -1.56633], [0.41303, -3.82399, -2.56633], [1.04953, -3.48829, -3.72563], [0.06213, -5.15599, -2.45353], [0.30453, -5.98299, -3.49213], [-0.53837, -5.64229, -1.30263], [-0.91757, -6.93609, -1.20033], [-0.72367, -4.74879, -0.25023], [-1.29787, -5.18919, 0.88537], [-0.38167, -3.42059, -0.37583], [-0.59927, -2.63089, 0.70087], [2.62173, 1.20021, -2.07753], [3.20753, 1.23081, -0.66313], [2.83453, -0.00129, -0.02963], [3.65293, -0.72959, 0.70347], [4.95783, -0.39629, 1.17467], [5.50883, 0.82561, 0.93227], [5.76053, -1.28679, 1.86107], [7.00343, -0.90469, 2.22607], [5.31663, -2.56059, 2.18847], [6.11043, -3.43149, 2.85267], [4.03663, -2.92909, 1.78137], [3.57693, -4.16579, 2.05467], [3.26253, -2.05469, 1.05987], [2.06963, -2.49439, 0.60157], [1.23753, 3.18271, -3.04923], [1.24583, 3.27101, -1.27633], [-0.24627, 2.88141, -2.13953], [0.76223, 0.85561, -4.05963], [-0.59317, 0.75011, -2.90343], [1.74313, -1.19669, -3.17013], [0.08983, -1.40319, -3.76033], [3.07053, 1.99561, -2.69283], [2.88733, 0.24001, -2.51633], [2.80473, 2.08501, -0.10873], [4.29023, 1.34751, -0.73883], [-3.75407, -0.48089, 2.82677], [-2.76817, -0.57109, 1.69607], [-1.59347, -0.06229, 1.83857], [-1.26927, 0.61741, 2.90047], [-0.03947, 0.62751, 3.34597], [0.25373, 1.50561, 4.33557], [1.14043, -0.51969, 2.89557], [-3.10697, -1.19329, 0.43217], [-4.21447, -2.04339, 0.29497], [-4.56097, -2.50729, -0.95713], [-3.79017, -2.13139, -2.04753], [-2.66577, -1.35759, -1.80773], [-2.32997, -0.90759, -0.61553], [-3.42537, -1.10969, 3.65307], [-3.75427, 0.54871, 3.18567], [-4.76227, -0.75879, 2.53597], [-0.32827, 2.32711, 4.39657], [1.23763, 1.65151, 4.49547], [-4.79457, -2.33279, 1.15747], [-5.42847, -3.14139, -1.08663], [-4.05557, -2.41949, -3.05243], [-2.01977, -1.06069, -2.62093], [1.90263, 4.29961, 3.21027], [0.50793, 4.30351, 2.17707], [-0.28217, 5.43821, 2.13257], [-1.38057, 5.48051, 1.30377], [-2.30907, 6.94851, 1.20307], [-1.75067, 4.36931, 0.53107], [-2.87327, 4.32541, -0.32113], [-3.14927, 3.18231, -1.01993], [-2.30737, 2.07441, -0.86263], [-1.25027, 2.09241, -0.09143], [-0.94427, 3.19501, 0.59787], [0.26883, 3.15161, 1.39387], [1.03893, 2.15761, 1.37287], [-0.01847, 6.29091, 2.74097], [-3.50177, 5.19811, -0.40753], [-4.00087, 3.12141, -1.68053], [-2.50067, 1.15551, -1.38983]],
  "atomic_forces_ev_per_a": [[1.1, -0.1, 0.2], [-0.1, 0.3, -0.1], [-0.2, -0.2, 0.1], [0.1, -0.4, -0.1], [0.2, 0.2, -0.1], [0.2, 1.6, 1.0], [-0.2, -1.1, 0.0], [0.0, 0.3, 0.0], [-0.1, -0.1, 0.2], [-0.2, -0.2, 0.1], [-0.1, 0.1, 0.3], [0.2, 0.1, 0.0], [0.1, 0.3, 0.0], [-0.1, -0.2, -0.1], [0.2, 0.1, -0.2], [-0.1, 0.0, -0.1], [0.1, -0.1, -0.2], [0.5, 0.0, 0.3], [0.2, 0.0, -0.3], [-1.5, 0.2, -0.3], [0.8, -0.5, 0.5], [-0.1, -0.1, -0.1], [-0.2, -0.2, 0.1], [0.0, -0.3, 0.2], [-0.3, -0.1, 0.0], [-0.1, 0.0, -0.1], [-0.1, 0.2, -0.1], [0.2, -0.1, 0.1], [0.1, 0.3, -0.1], [0.0, 0.3, -0.1], [0.2, 0.0, 0.1], [0.0, -0.1, 0.0], [0.0, 0.1, 0.0], [0.0, 0.0, 0.0], [-0.1, 0.0, 0.1], [-0.1, 0.1, -0.1], [-0.1, 0.0, -0.2], [0.1, 0.1, 0.0], [-0.1, 0.0, -0.1], [0.1, 0.1, 0.0], [0.1, 0.1, 0.0], [-0.1, 0.0, -0.1], [0.1, 0.1, -0.1], [0.3, 0.5, 1.1], [0.6, -0.9, -1.4], [-0.9, 1.3, 1.3], [0.0, -0.8, -0.1], [0.1, 0.2, 0.2], [0.1, -0.2, -0.7], [-0.3, -0.5, -0.8], [0.1, 0.2, 0.2], [0.1, 0.0, -0.2], [-0.1, 0.0, 0.1], [-0.3, -0.2, -0.3], [-0.1, 0.2, 0.3], [0.0, 0.0, 0.1], [0.0, 0.0, 0.1], [0.0, 0.0, 0.0], [-0.1, 0.0, 0.0], [-0.1, 0.0, -0.1], [0.0, 0.0, 0.1], [0.0, 0.0, 0.0], [0.0, -0.1, -0.1], [0.1, -0.1, -0.1], [0.1, 0.0, 0.1], [0.1, -0.5, -0.1], [-0.5, 0.1, -0.4], [0.3, 0.2, 0.3], [-0.2, 0.2, 0.0], [0.1, -0.4, 0.0], [0.0, -0.1, -0.1], [0.0, 0.2, 0.1], [-0.1, 0.1, -0.1], [0.1, -0.7, -0.2], [-0.1, 0.7, 0.2], [0.1, 0.4, 0.2], [0.0, -0.5, -0.4], [0.0, 0.1, 0.0], [-0.1, 0.1, 0.0], [-0.1, 0.0, 0.0], [0.0, 0.0, 0.0]],
  "mulliken_charge": [1.349, -1.610, 1.212, -1.444, -1.152, 1.093, -0.514, -0.187, -0.367, 0.251, -0.336, 0.559, -0.352, 0.132, -0.338, 0.286, -0.231, -0.832, -0.885, 0.097, -0.080, 0.133, -0.380, 0.207, -0.329, 0.569, -0.343, -0.421, -0.314, -0.148, 0.454, 0.394, 0.389, 0.347, 0.353, 0.142, 0.642, 0.674, 0.348, 0.176, -0.145, 0.829, -1.895, -0.070, 1.827, -1.475, -0.018, -0.395, -0.290, 0.835, -1.193, -0.787, -1.035, -0.044, 0.683, 0.269, 0.378, 0.561, 0.258, 0.290, 0.495, 0.408, 0.485, 0.214, -0.249, 0.307, -0.423, 0.808, -0.314, 0.416, -1.323, -1.384, -0.294, 1.097, -0.444, -0.061, -0.400, 0.474, 0.441, 0.500, 0.124]
}